Record 1
Entry from OMol25: C6H14NO2P as an isolated structure in a non-equilibrium geometry (ωB97M-V with the def2-TZVPD basis set).

Summary:
Kohn-Sham gap, eV: 9.3
Charge: 0
Spin multiplicity: 1
HOMO level, eV: -8.53
LUMO, eV: 0.7693

```
24
C6H14NO2P (ωB97M-V with the def2-TZVPD basis set)
C 2.046 -1.050 -0.618
C 0.955 0.026 -0.990
C 1.961 -0.982 0.904
C -0.018 0.033 0.239
C 0.251 1.743 1.102
C -2.486 0.913 -1.185
N 0.533 -0.930 1.124
O -2.455 -0.539 1.427
O -1.760 -1.560 -0.781
P -1.769 -0.218 0.104
H 1.674 -1.849 -1.168
H 2.904 -0.664 -1.122
H 1.530 0.867 -1.297
H 0.470 -0.217 -1.822
H 2.295 -1.809 1.341
H 2.387 -0.138 1.357
H 1.284 1.871 1.306
H -0.375 1.745 1.994
H -0.285 2.542 0.483
H -2.511 1.951 -0.922
H -1.782 0.818 -1.956
H -3.532 0.518 -1.219
H -1.435 -2.313 -0.302
H 0.118 -0.754 2.000
```


Record 2
Entry from OMol25: a 2-piece molecular cluster, C6H14NP overall in a non-equilibrium geometry (ωB97M-V with the def2-TZVPD basis set).

Summary:
Kohn-Sham gap, eV: 9.2
Charge: 0
Spin multiplicity: 1
HOMO level, eV: -8.43
LUMO, eV: 0.8139

```
22
C6H14NP (ωB97M-V with the def2-TZVPD basis set)
C -0.704 -0.441 -2.768
C -0.636 -1.056 2.245
C 0.324 -0.170 -1.934
C 1.238 -1.224 -1.276
C -2.235 0.643 2.076
C 1.843 1.768 -0.141
N -1.450 -0.009 2.796
P 0.619 1.566 -1.485
H -1.350 0.353 -2.978
H -0.782 -1.490 -3.085
H -1.038 -1.999 2.844
H -0.687 -1.104 1.073
H 1.012 -2.161 -1.891
H 2.243 -1.065 -1.286
H 0.865 -1.280 -0.223
H -0.496 1.554 -0.553
H -2.494 0.387 1.028
H -2.919 1.312 2.546
H 1.604 2.444 0.635
H 1.758 0.818 0.334
H 2.858 1.882 -0.377
H 0.430 -0.730 2.417
```


Record 3
Entry from OMol25: a 2-piece molecular cluster, C6H14NS overall (ωB97M-V with the def2-TZVPD basis set).

Summary:
Kohn-Sham gap, eV: 6.6
Charge: -1
Spin multiplicity: 1
HOMO level, eV: -2.57
LUMO, eV: 4.0291

```
22
C6H14NS (ωB97M-V with the def2-TZVPD basis set)
C -2.396 1.291 -0.034
C -1.320 2.124 -0.712
C 0.172 3.431 0.485
N -1.000 3.355 0.012
H -2.648 0.429 -0.648
H -2.029 0.940 0.930
H -3.287 1.888 0.183
H -1.653 2.423 -1.710
H -0.422 1.506 -0.814
H 0.863 2.586 0.570
H 0.429 4.373 0.966
C 1.378 -2.380 -1.205
C 1.626 -2.667 0.270
C 0.738 -1.836 1.209
S 0.847 -0.056 1.022
H 0.372 -2.700 -1.497
H 2.080 -2.865 -1.890
H 1.430 -1.306 -1.386
H 1.463 -3.743 0.425
H 2.668 -2.470 0.543
H 0.992 -2.157 2.227
H -0.303 -2.164 1.055
```


Record 4
Entry from OMol25: C6H14NSi as an isolated structure in a non-equilibrium geometry (ωB97M-V with the def2-TZVPD basis set).

Summary:
Kohn-Sham gap, eV: 10.9
Charge: +1
Spin multiplicity: 1
HOMO level, eV: -13.99
LUMO, eV: -3.1227

```
22
C6H14NSi (ωB97M-V with the def2-TZVPD basis set)
C -0.928 -1.435 1.190
C 0.947 0.126 1.782
C -1.855 -0.332 0.592
C 0.449 -0.966 0.920
C 0.413 0.407 0.436
C 1.387 1.206 -1.161
N -0.969 0.841 0.317
Si 0.798 0.131 -2.736
H -0.993 -1.577 2.281
H -1.131 -2.461 0.853
H 0.232 0.390 2.572
H 2.070 0.165 1.910
H -2.283 -0.467 -0.380
H -2.523 -0.053 1.260
H 1.047 -1.643 0.330
H 2.374 0.770 -0.881
H 1.325 2.232 -0.998
H -1.185 1.302 -0.507
H -1.153 1.652 1.029
H 0.723 -1.074 -1.912
H 1.782 0.162 -3.763
H -0.527 0.624 -3.135
```


Record 5
Entry from OMol25: a 2-piece molecular cluster, C6H14O overall in a non-equilibrium geometry (ωB97M-V with the def2-TZVPD basis set).

Summary:
Kohn-Sham gap (spin up / spin down), eV: 2.3 / 8.8
Charge: -1
Spin multiplicity: 2
HOMO level (spin up / spin down), eV: 1.19 / -5.41
LUMO (spin up / spin down), eV: 3.5283 / 3.4328

```
21
C6H14O (ωB97M-V with the def2-TZVPD basis set)
C -3.089 -0.994 0.409
C -1.837 0.132 0.447
C -0.723 -0.111 -0.551
C 0.396 -0.714 -0.211
C 1.268 -1.324 -1.299
C -0.940 0.601 -1.910
H -3.985 -0.531 0.939
H -2.878 -1.816 0.972
H -3.246 -1.182 -0.691
H -1.976 1.155 0.620
H -1.528 -0.125 1.593
H 0.645 -0.836 0.833
H 0.803 -1.761 -2.221
H 2.202 -0.758 -1.536
H 1.949 -2.148 -0.960
H -0.971 -0.271 -2.592
H 0.013 1.084 -2.115
H -1.639 1.339 -1.947
H 4.797 1.867 2.079
H 3.641 1.399 3.127
O 3.966 2.131 2.575
```


Record 6
Entry from OMol25: a 2-piece molecular cluster, C6H14O overall (ωB97M-V with the def2-TZVPD basis set).

Summary:
Kohn-Sham gap, eV: 11.0
Charge: 0
Spin multiplicity: 1
HOMO level, eV: -9.95
LUMO, eV: 1.0484

```
21
C6H14O (ωB97M-V with the def2-TZVPD basis set)
C -3.220 0.253 0.762
C -2.144 0.176 -0.317
C -0.768 -0.212 0.228
C 0.255 -0.423 -0.892
C 1.590 -0.934 -0.424
C 2.768 -0.532 -0.900
O 3.042 1.694 1.192
H -4.189 0.542 0.340
H -2.960 0.989 1.531
H -3.346 -0.716 1.258
H -2.445 -0.557 -1.079
H -2.071 1.142 -0.836
H -0.413 0.561 0.925
H -0.857 -1.138 0.814
H 0.398 0.509 -1.455
H -0.161 -1.156 -1.602
H 2.580 0.964 0.760
H 1.570 -1.716 0.339
H 3.701 -0.970 -0.554
H 2.844 0.248 -1.657
H 3.825 1.277 1.569
```


Record 7
Entry from OMol25: a 3-piece molecular cluster, C6H14O overall (ωB97M-V with the def2-TZVPD basis set).

Summary:
Kohn-Sham gap, eV: 9.8
Charge: 0
Spin multiplicity: 1
HOMO level, eV: -9.18
LUMO, eV: 0.6645

```
21
C6H14O (ωB97M-V with the def2-TZVPD basis set)
C 1.954 -1.864 0.419
O 1.617 -0.086 -1.512
C 1.099 0.927 -1.119
C -0.982 0.382 0.272
C -1.212 1.856 0.456
C -1.624 -0.302 -0.913
C -0.472 -0.336 1.272
H 1.880 -2.585 1.233
H 2.920 -1.358 0.409
H 1.782 -2.337 -0.549
H 0.290 1.418 -1.688
H 1.427 1.463 -0.208
H -0.517 2.297 1.179
H -2.220 1.937 0.874
H -1.190 2.441 -0.468
H -0.994 -1.101 -1.322
H -1.833 0.398 -1.730
H -2.571 -0.743 -0.594
H 1.186 -1.113 0.578
H -0.581 -1.412 1.294
H 0.040 0.118 2.117
```


Record 8
Entry from OMol25: a 2-piece molecular cluster, C6H14O overall in a non-equilibrium geometry (ωB97M-V with the def2-TZVPD basis set).

Summary:
Kohn-Sham gap, eV: 10.3
Charge: 0
Spin multiplicity: 1
HOMO level, eV: -9.42
LUMO, eV: 0.8532

```
21
C6H14O (ωB97M-V with the def2-TZVPD basis set)
C -1.403 0.863 1.676
C 0.062 0.305 1.884
C 0.254 -1.049 1.433
C 0.063 -1.350 -0.069
C 0.965 -0.571 -2.341
C 0.953 -0.454 -0.926
H -1.516 1.747 2.333
H -1.627 1.368 0.704
H -2.016 0.019 1.798
H 0.584 0.437 2.928
H 0.669 1.038 1.376
H 1.382 -1.476 1.581
H -0.342 -1.709 2.051
H 0.482 -2.418 -0.202
H -1.011 -1.211 -0.330
H 0.614 -1.479 -2.853
H 1.562 0.044 -3.002
H 1.876 0.046 -0.436
H -1.165 2.019 -2.952
H -0.034 1.498 -2.146
O -0.355 2.332 -2.510
```


Record 9
Entry from OMol25: C6H14O as an isolated structure in a non-equilibrium geometry (ωB97M-V with the def2-TZVPD basis set).

Summary:
Kohn-Sham gap, eV: 10.8
Charge: 0
Spin multiplicity: 1
HOMO level, eV: -9.87
LUMO, eV: 0.8850

```
21
C6H14O (ωB97M-V with the def2-TZVPD basis set)
C 1.826 0.520 -0.705
C 0.457 1.057 -0.279
C 0.624 2.316 0.573
C -0.378 0.024 0.486
C -0.809 -1.188 -0.303
C -1.732 -2.148 0.395
O -1.132 -0.946 -1.635
H 2.410 1.308 -1.193
H 1.746 -0.308 -1.417
H 2.399 0.169 0.163
H -0.108 1.310 -1.184
H 1.189 3.085 0.033
H 1.170 2.095 1.500
H -0.346 2.745 0.850
H -1.297 0.506 0.845
H 0.160 -0.349 1.367
H 0.301 -1.897 -0.426
H -2.701 -1.668 0.558
H -1.300 -2.433 1.357
H -1.890 -3.034 -0.225
H -0.182 -1.563 -1.424
```


Record 10
Entry from OMol25: a 2-piece molecular cluster, C6H14O overall in a non-equilibrium geometry (ωB97M-V with the def2-TZVPD basis set).

Summary:
Kohn-Sham gap, eV: 9.9
Charge: 0
Spin multiplicity: 1
HOMO level, eV: -9.14
LUMO, eV: 0.7517

```
21
C6H14O (ωB97M-V with the def2-TZVPD basis set)
C 2.230 1.290 -0.681
C 1.094 1.006 0.301
C 0.465 -0.373 0.226
C 1.233 -1.448 0.026
C -0.887 -0.471 0.933
C -1.764 -1.638 0.539
H 3.163 0.731 -0.677
H 1.826 1.272 -1.696
H 2.529 2.333 -0.547
H 0.254 1.649 0.009
H 1.331 1.268 1.333
H 2.287 -1.347 -0.200
H 0.858 -2.458 0.136
H -0.694 -0.556 2.007
H -1.331 0.515 0.799
H -1.362 -2.531 1.028
H -2.773 -1.540 0.952
H -1.896 -1.853 -0.518
H -1.547 1.805 -1.279
H -2.891 1.246 -1.060
O -2.125 1.102 -1.628
```


What are the E values for these records? In order: -783.577183, -632.990783, -689.952813, -580.867557, -312.099265, -312.224593, -312.161379, -312.153819, -312.142535, -312.206610 Ha.